Computed, not measured: C5H30NO11 as an isolated structure at a distorted geometry, with wB97M-V/def2-TZVPD.

Each line ends with the natural charge from an NBO analysis.
CARTESIAN COORDINATES (ANGSTROEM)
1 C 2.10 1.91 2.65  -0.42
2 N 1.33 1.50 1.46  -0.68
3 C 1.00 0.07 1.43  -0.09
4 C -0.08 -0.14 0.36  -0.44
5 C -1.03 -1.35 0.48  -0.04
6 O -0.36 -2.56 0.54  -0.86
7 C 2.26 -0.84 1.26  -0.08
8 O 2.15 -2.14 1.83  -0.77
9 H 1.90 2.98 2.79  0.18
10 H 1.85 1.31 3.53  0.19
11 H 3.18 1.81 2.45  0.16
12 H 1.83 1.70 0.63  0.41
13 H 0.57 -0.31 2.37  0.18
14 H -0.67 0.71 0.08  0.18
15 H 0.39 -0.35 -0.59  0.22
16 H -1.63 -1.26 1.35  0.13
17 H -1.64 -1.32 -0.41  0.15
18 H 2.53 -0.96 0.20  0.16
19 H 3.14 -0.34 1.65  0.16
20 H 1.26 -2.47 1.62  0.50
21 H -3.35 2.66 -1.71  0.48
22 H -2.65 2.64 -0.24  0.50
23 O -2.74 3.15 -1.12  -0.99
24 H 1.86 0.80 -1.33  0.50
25 H 1.35 2.29 -1.44  0.51
26 O 2.00 1.68 -0.98  -1.00
27 H 0.20 -2.94 -0.37  0.49
28 H 1.48 -3.70 -0.85  0.47
29 O 0.82 -3.37 -1.43  -1.13
30 H -0.64 2.96 -1.59  0.49
31 H -0.56 2.08 -2.88  0.52
32 O -0.14 2.84 -2.39  -0.99
33 H -1.98 -4.45 -1.79  0.46
34 H -0.61 -3.85 -2.32  0.52
35 O -1.51 -4.22 -2.58  -1.01
36 H -0.06 -0.51 -2.90  0.51
37 H -1.29 -0.16 -3.84  0.47
38 O -0.72 0.18 -3.16  -1.01
39 H -1.56 2.18 1.52  0.51
40 H -2.62 3.10 2.13  0.48
41 O -2.55 2.27 1.68  -0.97
42 H -3.25 0.84 2.58  0.49
43 H -2.55 -0.25 3.28  0.46
44 O -3.32 0.22 3.30  -0.96
45 H 1.95 -1.20 -3.00  0.47
46 H 1.04 -2.06 -2.01  0.51
47 O 1.33 -1.12 -2.27  -1.03

Properties
**Frontier orbital gap**: 8.071 eV
**Charge**: -1
**Energy above the lowest of the compared OMol25 structures with the same formula, charge and spin**: 153.84 kJ/mol
**HOMO level**: -5.48 eV
**E**: -29685.973 eV
**Max |F|**: 0.0722 Eh/bohr

***

Computed, not measured: a 12-piece molecular cluster, C5H30NO13 overall at a distorted geometry, with wB97M-V/def2-TZVPD.

Each line ends with the natural charge from an NBO analysis.
CARTESIAN COORDINATES (ANGSTROEM)
1 O 1.97 -2.06 1.41  -0.76
2 C 2.03 -1.18 0.55  0.79
3 O 2.00 0.10 0.67  -0.83
4 C 2.22 -1.58 -0.87  -0.52
5 C 0.77 -2.16 -1.27  -0.43
6 C -0.35 -1.18 -0.95  -0.30
7 C -1.99 -2.31 -2.27  -0.04
8 N -1.54 -1.25 -1.77  -0.44
9 H 2.94 -2.42 -1.20  0.22
10 H 2.48 -0.71 -1.50  0.23
11 H 0.74 -2.47 -2.33  0.20
12 H 0.55 -3.25 -0.87  0.23
13 H -0.54 -1.29 0.21  0.23
14 H 0.08 -0.09 -0.96  0.21
15 H -2.90 -2.20 -2.79  0.17
16 H -1.57 -3.40 -2.16  0.15
17 H 1.27 2.43 -1.25  0.51
18 H 0.44 3.75 -1.22  0.47
19 O 0.46 2.91 -0.90  -0.99
20 H 3.45 2.10 -1.04  0.46
21 H 2.58 1.12 -0.34  0.51
22 O 2.74 1.56 -1.23  -0.99
23 H 0.86 -2.04 2.74  0.48
24 H -0.11 -1.38 3.55  0.44
25 O 0.33 -2.06 3.46  -0.94
26 H -3.25 1.56 -0.14  0.49
27 H -3.25 0.12 -0.44  0.46
28 O -3.85 0.77 -0.18  -0.99
29 H -1.03 0.80 -2.72  0.48
30 H -0.14 1.83 -2.08  0.48
31 O -0.64 1.66 -2.89  -0.98
32 H -0.37 3.07 3.31  0.50
33 H -1.98 3.20 3.35  0.49
34 O -1.15 3.40 2.93  -0.98
35 H 1.21 -0.30 -4.61  0.45
36 H 0.55 0.91 -4.26  0.49
37 O 0.88 0.49 -5.09  -0.96
38 H -0.35 -4.05 1.91  0.49
39 H 0.88 -3.89 0.96  0.48
40 O 0.10 -4.35 1.03  -0.97
41 H -1.05 0.86 3.05  0.49
42 H -2.38 0.88 2.23  0.48
43 O -1.96 0.66 3.14  -0.98
44 H -1.61 2.93 -0.29  0.49
45 H -1.94 2.85 1.10  0.49
46 O -2.38 2.94 0.26  -0.96
47 H 1.07 0.06 2.91  0.49
48 H 1.55 1.27 2.21  0.48
49 O 1.06 1.12 2.89  -0.97

Properties
**Frontier orbital gap**: 9.596 eV
**Charge**: -1
**Energy above the lowest of the compared OMol25 structures with the same formula, charge and spin**: 346.36 kJ/mol
**HOMO level**: -6.94 eV
**E**: -33779.951 eV
**Max |F|**: 0.2371 Eh/bohr

***

Computed, not measured: a 9-piece molecular cluster, C5H31N2O8 overall at a distorted geometry, with wB97M-V/def2-TZVPD.

Each line ends with the Löwdin spin population.
CARTESIAN COORDINATES (ANGSTROEM)
1 N 0.80 -1.59 0.16  0.04
2 C 1.59 -0.74 1.10  0.08
3 C 1.04 0.67 1.25  0.03
4 N -0.09 0.69 2.17  0.01
5 C -0.59 2.05 2.47  0.01
6 C -2.03 2.11 3.06  0.01
7 C 0.13 0.09 3.51  0.01
8 H -0.05 -1.05 -0.07  0.01
9 H 1.32 -1.76 -0.71  0.02
10 H 0.52 -2.51 0.44  0.05
11 H 1.67 -1.33 2.01  0.01
12 H 2.66 -0.71 0.88  0.03
13 H 0.58 1.09 0.36  0.01
14 H 1.91 1.25 1.62  0.01
15 H -0.34 2.66 1.58  0.00
16 H -0.02 2.44 3.33  0.00
17 H -2.71 2.55 2.35  0.00
18 H -2.37 1.11 3.27  0.00
19 H -1.95 2.57 4.05  0.00
20 H -0.74 0.17 4.16  0.00
21 H 0.94 0.68 3.96  0.00
22 H 0.33 -0.97 3.46  0.01
23 H 0.79 -3.36 -2.46  0.04
24 H 0.98 -2.13 -3.20  0.02
25 O 1.45 -2.64 -2.51  0.09
26 H -1.27 0.15 -1.83  0.01
27 H -2.05 -0.86 -0.98  0.01
28 O -1.25 -0.79 -1.51  0.04
29 H 4.72 -1.05 -3.00  0.03
30 H 3.79 -1.32 -4.19  0.03
31 O 3.98 -0.68 -3.49  0.08
32 H -4.55 -0.81 2.29  0.01
33 H -3.78 -1.43 3.53  0.01
34 O -3.71 -1.12 2.63  0.02
35 H 0.92 1.59 -4.42  0.01
36 H 1.86 2.86 -4.57  0.01
37 O 0.99 2.55 -4.31  0.03
38 H -2.52 -2.13 1.40  0.01
39 H -1.54 -0.90 1.61  0.00
40 O -1.63 -1.81 1.32  0.04
41 H -2.13 2.21 -2.16  0.01
42 H -0.90 2.06 -3.12  0.01
43 O -1.28 1.78 -2.28  0.03
44 H 1.92 -0.32 -3.73  0.03
45 H 1.50 -0.79 -5.13  0.03
46 O 1.14 -0.51 -4.28  0.07

Properties
**Frontier orbital gap (alpha / beta)**: 2.130 / 9.372 eV
**Multiplicity**: 2
**Energy above the lowest of the compared OMol25 structures with the same formula, charge and spin**: 117.75 kJ/mol
**HOMO level (alpha / beta)**: -1.97 / -9.27 eV
**E**: -25044.639 eV
**Max |F|**: 0.0423 Eh/bohr